A cluster of 2 separate species, C3H6ClNO2 in total at a distorted geometry. Source: the OMol25 dataset; level of theory: wB97M-V/def2-TZVPD.

The geometry in ORCA input format:
```
! RIJCOSX wB97M-V def2-TZVPD def2/J DEFGRID3
* xyz 0 1
C 0.855 0.786 -0.439
C 1.496 1.228 0.770
C -0.911 -0.859 0.006
N 0.966 0.943 -1.635
O -1.848 -0.245 0.764
O -1.281 -1.343 -1.194
Cl -0.042 -2.140 0.998
H 2.088 2.124 0.572
H 2.151 0.428 1.116
H 0.755 1.422 1.542
H 0.390 0.467 -2.314
H -2.627 -0.802 0.946
H -1.993 -2.009 -1.131
*
```

Computed properties:
- Orbital gap (alpha / beta): 8.00 / 8.00 eV
- LUMO level (alpha / beta): 0.26 / 0.27 eV
- HOMO level (alpha / beta): -7.733 / -7.735 eV
- Energy above the lowest of the compared OMol25 structures with the same formula, charge and spin: 79.1 kcal/mol